# 1
Molecular formula: C24H27B2Cl4O3S
Method: DFT, the ωB97M-V functional and the def2-TZVPD basis

XYZ file:
```
61
Properties=species:S:1:pos:R:3:forces:R:3
Cl 0.419 1.872 5.216 -0.1154 -0.0406 -0.1117
B 1.685 1.004 4.223 0.5540 -0.5625 0.9360
Cl 3.363 1.801 4.460 0.0974 0.1117 0.0492
Cl 1.853 -0.806 4.729 -0.1850 0.5636 -0.1531
O 1.347 1.138 2.789 0.6809 0.5522 -2.1277
C 2.121 1.360 1.772 0.3503 0.1724 2.4358
C 2.487 2.690 1.435 -0.5596 0.6115 -0.6534
C 3.622 2.863 0.606 -0.3801 -0.1868 0.3577
C 4.306 4.069 0.641 -0.1290 0.2693 0.0527
C 3.792 5.123 1.427 -0.1266 -0.5768 -0.0650
C 2.548 5.002 2.080 0.1047 0.1289 -0.1802
C 1.873 3.796 2.078 0.6233 -0.3953 -0.1928
H 2.759 0.554 1.387 -0.5634 0.0548 -0.0833
H 3.925 2.013 -0.013 0.1822 0.3588 0.3180
H 5.231 4.183 0.062 -0.4572 0.0653 0.3351
H 4.372 6.040 1.542 -0.2513 -0.1885 -0.1810
H 2.105 5.849 2.606 0.2899 -0.1874 -0.1441
H 0.926 3.654 2.592 0.2392 0.0190 0.0444
C -4.913 -3.294 -3.752 -0.2010 -0.2266 0.2407
C -3.626 -2.717 -3.294 1.3966 0.3442 -0.0524
C -2.357 -3.087 -3.698 -0.7049 0.5911 0.2097
C -1.302 -2.363 -3.036 -1.1061 -0.1420 0.1402
C -1.780 -1.535 -2.035 0.0214 0.3568 -1.0870
B -0.903 -0.769 -0.872 -0.6930 1.0568 -2.8613
C -0.524 0.735 -1.484 0.1841 -1.3235 1.1610
C 0.607 0.887 -2.274 0.0146 1.0021 -0.5511
C 0.801 2.067 -3.010 -0.2202 -0.0015 0.2201
C -0.121 3.117 -2.899 -0.2753 -1.6947 1.0277
Cl -0.035 4.453 -3.959 0.1891 0.9173 -0.5122
C -1.180 3.012 -1.986 0.2330 -0.3453 -0.0444
C -1.363 1.821 -1.263 0.2236 0.8814 -0.6275
O -1.650 -0.632 0.340 0.6035 -0.5407 1.2014
C -1.288 -1.786 1.095 0.7179 0.1495 -0.1128
C -1.345 -1.446 2.578 0.1591 -0.2855 -0.1816
C -2.252 -2.914 0.757 -0.0002 -0.3266 0.1613
C 0.203 -2.136 0.574 -0.4739 0.3005 -0.0446
C 1.256 -1.264 1.204 -0.0393 0.2725 0.5001
C 0.582 -3.601 0.744 -0.1585 -0.0608 -0.0221
O 0.182 -1.730 -0.786 0.7265 -0.4720 1.2901
S -3.507 -1.470 -2.066 0.2035 -0.9120 -0.6205
H -4.715 -4.105 -4.460 -0.1187 0.1539 0.0258
H -5.417 -3.723 -2.879 -0.2819 -0.0242 -0.2280
H -5.574 -2.553 -4.216 0.0415 -0.1307 0.0333
H -2.206 -3.872 -4.440 0.0177 0.2050 0.0793
H -0.258 -2.486 -3.329 -0.2350 -0.0027 0.5485
H 1.331 0.076 -2.342 -0.2118 0.0450 -0.1251
H 1.635 2.157 -3.696 0.0131 0.0752 -0.0090
H -1.876 3.836 -1.880 0.0344 0.0349 -0.0033
H -2.177 1.752 -0.541 0.0978 -0.1036 -0.2414
H -1.038 -2.331 3.147 -0.0381 0.1665 0.1559
H -0.687 -0.609 2.838 -0.2126 -0.1573 -0.0877
H -2.375 -1.195 2.837 0.0234 0.0324 0.0840
H -2.026 -3.794 1.369 -0.1030 -0.0023 -0.0931
H -3.271 -2.585 0.990 0.1217 -0.0407 -0.1188
H -2.196 -3.179 -0.309 -0.0248 0.0078 0.4441
H 1.363 -1.402 2.283 -0.0003 0.0882 -0.1110
H 2.226 -1.448 0.734 -0.0311 -0.1671 -0.1609
H 0.988 -0.219 0.993 -0.2606 -0.5786 -0.0749
H 0.533 -3.870 1.813 -0.0342 -0.0021 -0.3101
H -0.096 -4.243 0.168 0.2686 0.0871 0.1524
H 1.615 -3.759 0.409 -0.2210 0.0027 -0.0314
```
Positions in Å, forces in eV/Å.

Its total charge is -1. The calculation puts the molar mass at 558.98 g mol⁻¹. The value obtained for the lowest unoccupied orbital energy is -0.105 eV. For the orbital gap, the calculation gives 4.44 eV. The HOMO energy comes out at -4.55 eV.

# 2
Molecular formula: C5H6O3
Method: DFT, the ωB97M-V functional and the def2-TZVPD basis

XYZ file:
```
14
Properties=species:S:1:pos:R:3:forces:R:3
C 1.127 0.923 -0.183 -0.5154 -0.7501 0.0561
C 0.289 -0.133 -0.237 0.9113 0.2531 3.6542
C 0.800 -1.499 -0.574 -0.1465 -0.4376 -0.3800
C -0.667 -0.184 1.085 2.4191 -1.0656 -0.3201
O -1.009 -1.236 1.574 -0.2905 0.8022 -0.8415
H 2.175 0.818 -0.425 -0.0154 0.0667 -0.7549
H 0.871 1.872 0.260 -0.2880 0.1085 0.2052
H -0.017 -2.213 -0.649 -0.0143 -0.0266 -0.4052
H 1.445 -1.497 -1.450 -0.3278 0.0158 -0.3190
H 1.433 -1.909 0.215 -0.1249 0.2992 0.3429
H -0.545 0.706 1.733 -0.6160 0.1256 -0.3790
O -1.912 0.824 -1.426 -0.7807 -0.1504 3.4288
C -1.974 1.316 -0.331 -0.0375 1.7677 -5.7303
O -2.015 2.211 0.408 -0.1733 -1.0085 1.4428
```
Positions in Å, forces in eV/Å.

Its total charge is 0. The structure (SMILES) is C=C(C)C=O.O=C=O. The calculation puts the molar mass at 114.10 g mol⁻¹. The value obtained for the lowest unoccupied orbital energy is -0.449 eV. For the orbital gap, the calculation gives 9.61 eV. The HOMO energy comes out at -10.06 eV.

# 3
Molecular formula: CH2O2S
Method: DFT, the ωB97M-V functional and the def2-TZVPD basis

XYZ file:
```
6
Properties=species:S:1:pos:R:3:forces:R:3
C -2.274 -0.694 -1.615 -1.1384 0.6941 -1.4064
O -1.621 -1.080 -0.805 0.9274 -0.8485 1.3267
O 0.522 0.279 -0.106 -0.3949 1.0847 -0.1899
S 1.427 1.259 0.883 -1.0842 -1.0823 1.7299
H 0.860 0.652 2.047 1.0546 1.0934 -1.0917
H 1.085 -0.415 -0.404 0.6355 -0.9414 -0.3685
```
Positions in Å, forces in eV/Å.

Its total charge is 0. The calculation puts the molar mass at 78.09 g mol⁻¹. The value obtained for the lowest unoccupied orbital energy is 0.476 eV. For the orbital gap, the calculation gives 9.89 eV. The HOMO energy comes out at -9.42 eV.